A 2-piece molecular cluster, ClHNO2S overall at a distorted geometry, computed with ωB97M-V/def2-TZVPD.

```
6
Properties=species:S:1:pos:R:3:forces:R:3
N -0.66404 0.00092 0.87899 -0.023 -1.507 -0.552
O -0.55853 -2.35273 1.69957 -1.647 0.634 -1.495
O -1.29553 -1.93600 -0.70210 -0.415 -0.355 0.913
S -1.02565 -1.46052 0.63091 2.739 0.722 0.969
Cl -3.61501 0.72074 0.39798 -0.122 -0.162 -0.105
H -0.86491 0.40786 -0.03752 -0.532 0.668 0.269
```
Positions in Å, forces in eV/Å.

Output
- molar mass (g mol⁻¹) = 114.5
- HOMO-LUMO gap (eV) = 6.556
- E_LUMO (eV) = 2.499
- E_HOMO (eV) = -4.1
- charge = -1
- energy relative to the best compared isomer or geometry (same formula, charge and spin) (kcal per mole) = 26.23